This record from the Open Molecules 2025 dataset describes C26H45ClGdNPS as an isolated structure. The level of theory is ωB97M-V/def2-TZVPD.

XYZ file:
```
76
Properties=species:S:1:pos:R:3:forces:R:3:mulliken_charge:R:1
Gd -1.36806 1.26955 2.54193 -1.18 1.01 0.99 0.204
P -0.53741 -2.40323 0.34553 1.28 0.25 0.65 1.086
Cl -0.00632 -0.29585 3.87032 0.87 -1.20 1.15 -0.444
C 0.18362 -1.20145 -0.99250 0.65 3.08 -0.26 -0.942
H -0.32683 -0.32612 -0.60277 0.32 0.39 0.52 -0.361
H 1.27146 -1.04948 -0.82878 -0.58 -0.36 0.40 0.426
C -2.03494 -1.87434 1.31034 0.03 -0.03 0.09 1.477
C 0.65969 -3.03796 1.68000 -0.76 -0.31 -0.01 0.371
C -2.98650 -3.02309 1.67410 -0.52 -0.42 0.25 -1.114
H -1.61151 -1.46347 2.25678 0.04 -0.52 -0.49 -0.197
C -4.12104 -2.57291 2.61152 0.44 -0.11 0.35 -0.988
H -3.45689 -3.44570 0.77920 0.07 0.25 -0.11 0.320
H -2.45963 -3.87973 2.12044 -0.07 0.43 -0.01 0.189
C -4.86259 -1.33333 2.11010 -0.25 -0.67 -0.11 -0.868
H -4.81361 -3.40965 2.75804 -0.04 0.10 -0.10 0.433
H -3.70374 -2.38407 3.61236 0.05 0.16 -0.19 0.353
C -3.92177 -0.22757 1.64274 -0.43 -0.46 -0.04 0.150
H -5.54140 -1.64249 1.30226 0.21 0.12 -0.11 0.330
H -5.52169 -0.98772 2.90655 0.02 0.26 0.05 0.393
C -2.86194 -0.74809 0.66407 -0.58 -0.56 -0.24 -0.900
H -4.50872 0.54330 1.14480 0.07 0.27 0.15 -0.081
H -3.50492 0.22120 2.56527 -0.30 -0.16 -0.40 -0.048
H -3.40159 -1.20837 -0.17367 -0.07 0.25 -0.01 0.558
H -2.29408 0.06422 0.19821 0.25 -0.10 0.22 0.060
C -0.96795 -3.69040 -0.87769 0.22 0.22 1.14 -0.190
C 1.87361 -3.69492 1.00821 -0.15 0.24 -0.05 -0.638
H 0.95020 -2.12017 2.21926 0.05 -0.13 -0.41 0.469
C 2.92466 -4.15198 2.03379 -0.26 0.01 -0.48 -0.897
H 1.52952 -4.55860 0.41548 0.15 0.12 0.12 0.208
H 2.31457 -2.96966 0.29990 -0.06 -0.37 0.23 0.273
C 2.33435 -5.02302 3.14904 0.24 0.11 -0.15 -0.663
H 3.69908 -4.69883 1.47960 0.02 0.07 0.27 0.411
H 3.38698 -3.25802 2.45544 0.05 0.02 0.13 0.365
C 1.08424 -4.39922 3.78359 0.45 -0.20 0.17 -1.007
H 2.10473 -6.01879 2.74669 -0.10 0.10 -0.01 0.316
H 3.11326 -5.17260 3.91109 -0.24 -0.04 -0.07 0.338
C 0.04036 -3.95136 2.75782 0.11 -0.23 0.17 -0.264
H 0.66050 -5.13438 4.48314 -0.10 0.21 -0.13 0.406
H 1.39175 -3.54148 4.39228 -0.07 0.06 -0.11 0.367
H -0.40708 -4.84086 2.29905 0.02 0.04 0.01 0.135
H -0.75267 -3.43437 3.31248 0.14 0.03 -0.25 0.107
C -2.10004 -3.09518 -1.72531 0.11 -0.02 0.16 -0.143
H -0.05848 -3.78983 -1.50880 -0.31 0.44 0.21 0.615
C -2.23148 -3.94653 -2.96702 -0.14 -0.01 -0.04 -0.875
H -3.04421 -3.07198 -1.14411 0.41 -0.20 -0.34 0.298
H -1.86666 -2.04885 -1.99076 -0.07 -0.48 0.09 -0.815
C -2.40446 -5.42447 -2.62145 0.06 -0.28 0.07 -0.742
H -3.07707 -3.57894 -3.54075 -0.15 -0.12 -0.33 0.472
H -1.33436 -3.80858 -3.57908 -0.01 0.01 0.00 0.369
C -1.35725 -5.95088 -1.60918 -0.39 -0.42 -0.44 -0.865
H -3.40982 -5.58507 -2.20881 0.09 0.03 -0.01 0.307
H -2.33963 -6.01312 -3.54796 -0.08 0.01 0.24 0.436
C -1.24674 -5.09146 -0.36150 -0.25 0.14 -0.56 -0.385
H -1.61018 -6.97395 -1.32134 0.03 -0.12 -0.19 0.431
H -0.38180 -5.98178 -2.11961 -0.11 -0.02 0.21 0.363
H -2.16869 -5.11063 0.23338 0.17 -0.17 -0.14 0.170
H -0.41906 -5.44291 0.25981 -0.17 0.01 0.00 0.195
C -1.06396 0.41768 -2.88048 -1.56 -1.41 -0.20 -0.740
C 0.10671 -0.42924 -2.72437 1.34 0.17 -0.98 0.524
H -2.03336 -0.07808 -2.76130 0.06 0.33 0.08 0.323
C 1.30807 0.25546 -3.50027 0.68 -1.04 0.69 -0.814
H 0.07616 -1.49957 -2.93466 -0.66 0.25 -1.53 -0.011
C 1.43880 1.76395 -3.39682 -0.63 0.94 0.26 -0.370
H 2.19129 -0.20180 -3.04403 0.40 0.08 -0.24 0.365
H 1.38951 0.03309 -4.59390 -0.63 -0.40 0.64 0.228
C 0.12608 2.49966 -3.77474 0.34 -0.71 -0.24 -0.820
H 1.70424 2.06492 -2.38374 -0.04 -0.11 0.09 0.074
H 2.24115 2.17073 -4.03916 -0.16 -0.43 0.14 0.306
C -1.08602 1.88527 -3.06843 0.03 0.95 1.05 -0.326
H 0.21390 3.56833 -3.55073 -0.06 -0.17 -0.01 0.326
H -0.03033 2.39123 -4.85678 0.07 0.07 0.01 0.317
H -1.13352 2.33193 -2.03777 0.13 -0.08 -0.45 0.037
H -2.01958 2.25231 -3.53160 0.25 -0.39 0.02 0.382
S 1.29429 3.94306 -0.52796 0.40 0.36 -0.39 -0.493
C 0.52788 2.83812 0.31488 -1.83 -1.54 2.34 0.609
N -0.09401 2.09520 1.04233 2.67 2.41 -3.51 -0.891
```
Forces are in eV/Å.

Results
* maximum force: 5.02 eV Å⁻¹
* total energy: -3037.6120 hartree
* ΔE to the lowest compared entry with this formula, charge and spin: 689.9 kJ/mol
* charge: -1
* HOMO level (spin up / spin down): -0.871 / -2.884 eV
* 2S+1: 8


This record from the Open Molecules 2025 dataset describes a 2-piece molecular cluster, C7H19N4O overall. The level of theory is ωB97M-V/def2-TZVPD.

XYZ file:
```
31
Properties=species:S:1:pos:R:3:forces:R:3:nbo_charge:R:1
C -0.69935 0.81317 -2.98315 -0.75 1.18 -1.13 -0.240
C -2.20499 0.89212 -2.62608 1.04 0.35 -0.42 -0.620
C 0.64244 2.33932 -1.61064 -0.15 0.38 -0.14 -0.410
C 0.60808 -1.41127 -1.55726 1.54 -0.75 -0.31 -0.739
C 0.79660 0.01315 -1.14207 0.60 0.75 -0.83 0.689
O 1.61974 0.39566 -0.29652 -0.30 -0.83 0.90 -0.684
N 0.27861 0.96184 -1.94435 -0.11 0.47 0.79 -0.402
H -0.35466 0.18316 -3.79268 -0.40 -1.38 0.37 0.221
H -0.65399 1.70530 -3.60747 0.58 0.52 0.42 0.216
H -2.68670 -0.00474 -2.25381 -0.10 -0.06 -0.15 0.212
H -2.60520 1.31037 -3.54958 -0.79 -0.73 -0.02 0.229
H 1.70009 2.42726 -1.40782 0.17 -0.09 0.04 0.236
H 0.04462 -2.14985 -0.99539 -0.99 0.70 -0.11 0.246
H -2.34355 1.73260 -1.94504 0.09 -0.23 0.41 0.213
H 0.39419 2.95850 -2.46351 0.04 0.10 -0.10 0.208
H 0.10041 2.74672 -0.75312 -0.02 -0.27 0.07 0.200
H 0.45957 -1.37311 -2.62966 -0.71 -0.61 -0.01 0.245
H 1.59012 -1.89512 -1.46138 0.21 0.47 -0.03 0.252
C -0.81337 0.71918 3.45338 1.72 -0.11 0.59 -0.432
C 0.01426 -1.20383 2.26079 -0.47 -0.28 -1.50 0.695
N -1.01585 -0.58267 2.81103 1.42 1.63 0.61 -0.538
N 1.22525 -0.65802 2.10625 0.83 -0.14 0.52 -0.873
N -0.21107 -2.35712 1.60732 -0.50 0.67 0.47 -0.753
H -1.94183 -0.90471 2.77308 -1.01 -0.93 0.01 0.420
H 1.74062 -0.22462 2.85255 -0.44 0.34 0.16 0.419
H 1.55832 -0.41182 1.13763 -0.13 -0.29 0.03 0.472
H -1.14849 -2.71093 1.65913 -0.02 -0.52 -0.25 0.404
H 0.55944 -2.97550 1.45064 0.16 -0.18 -0.09 0.433
H 0.02208 0.57916 4.14820 -0.58 -0.03 0.62 0.208
H -1.68834 1.06483 3.98445 -0.14 -0.07 -0.13 0.242
H -0.33983 1.48691 2.83939 -0.81 -0.07 -0.78 0.231
```
Forces are in eV/Å.

Results
* maximum force: 2.24 eV Å⁻¹
* total energy: -572.1502 hartree
* ΔE to the lowest compared entry with this formula, charge and spin: 52.7 kJ/mol
* charge: +1
* HOMO level: -12.517 eV


This record from the Open Molecules 2025 dataset describes C27H23BrF5N5O2SV as an isolated structure. The level of theory is ωB97M-V/def2-TZVPD.

XYZ file:
```
65
Properties=species:S:1:pos:R:3:forces:R:3:nbo_charge:R:1
V -0.03950 0.19568 -0.11974 0.43 -0.52 0.31 1.224
O -4.43323 1.47913 -3.17784 -0.02 -0.02 -0.03 -0.696
C -4.37912 0.10509 -3.13182 0.01 0.15 0.01 0.303
C -5.30424 -0.69321 -3.78867 0.01 -0.01 0.01 -0.298
C -5.22100 -2.06996 -3.66637 0.01 -0.05 0.02 -0.153
C -4.22916 -2.65099 -2.88494 -0.05 0.05 -0.05 -0.237
C -3.31012 -1.84298 -2.23916 0.02 0.03 0.02 -0.161
C -3.36527 -0.46060 -2.36931 -0.06 -0.15 -0.03 -0.086
C -2.37198 0.42370 -1.67118 0.35 -0.21 0.15 0.231
O -1.09879 -0.15926 -1.54766 -0.24 0.47 -0.11 -0.778
N -2.86144 0.71876 -0.30774 -0.01 -0.12 -0.03 -0.414
N -1.92616 0.86215 0.64390 -0.15 0.17 -0.25 -0.272
C -2.19139 1.44416 1.75399 0.22 -0.04 0.13 -0.023
C -1.20027 1.49306 2.82896 -0.35 0.12 -0.13 -0.128
Br 0.01213 0.03436 2.81014 0.10 -0.02 -0.06 0.219
C -1.15219 2.39440 3.81186 0.04 0.08 0.03 -0.169
C -1.95454 3.62455 3.91003 0.05 -0.11 0.01 -0.114
C -2.37745 4.35046 2.79444 0.00 0.04 -0.03 -0.154
C -3.12489 5.50722 2.95184 -0.01 0.00 0.03 -0.226
C -3.45360 5.95910 4.22250 -0.01 0.01 -0.02 -0.185
C -3.01723 5.25921 5.33886 0.02 -0.03 -0.02 -0.197
C -2.26447 4.10721 5.18246 -0.06 0.02 0.05 -0.171
H -5.11171 1.75215 -3.80494 0.01 -0.01 0.02 0.491
H -6.08749 -0.23937 -4.38523 0.01 0.01 0.00 0.216
H -5.94126 -2.69277 -4.18052 0.00 0.01 0.00 0.222
H -4.17232 -3.72583 -2.78460 0.00 0.00 0.00 0.226
H -2.53085 -2.27885 -1.63181 0.00 0.01 -0.01 0.239
H -2.27468 1.35925 -2.23284 -0.05 0.02 -0.04 0.170
H -3.71558 1.25530 -0.21927 -0.02 0.01 0.02 0.388
H -3.16889 1.88196 1.93892 -0.01 0.01 0.01 0.220
H -0.46965 2.21253 4.63514 0.04 0.00 -0.03 0.231
H -2.09089 4.04020 1.79718 0.01 -0.06 0.02 0.195
H -3.44634 6.06363 2.08083 0.00 0.00 0.00 0.221
H -4.03820 6.86148 4.34213 0.00 0.00 0.00 0.228
H -3.26211 5.61277 6.33130 0.01 0.00 0.00 0.230
H -1.92446 3.56318 6.05558 0.00 0.00 -0.01 0.219
C 4.47305 -0.70842 1.87882 -0.07 0.13 0.01 -0.408
N 3.70245 0.52930 1.99353 0.07 -0.08 0.10 -0.339
C 3.74328 1.40756 3.06284 -0.02 -0.02 -0.08 -0.029
C 2.85794 2.38485 2.81724 0.01 0.00 0.02 -0.074
N 2.27274 2.10041 1.58471 -0.06 0.07 -0.03 -0.385
C 2.80414 0.93652 1.08272 0.00 0.00 -0.02 0.291
S 2.48981 0.10037 -0.36104 -0.08 0.08 -0.01 -0.107
C 1.34392 2.92437 0.92002 0.15 -0.09 0.06 0.411
C 1.30201 4.29424 1.15626 -0.03 -0.06 -0.08 -0.251
C 0.39040 5.04992 0.44394 -0.02 0.03 0.00 -0.111
C -0.39719 4.44155 -0.53165 0.36 0.10 0.08 -0.241
C -0.24517 3.08839 -0.71426 -0.38 -0.04 -0.06 0.070
N 0.54628 2.32160 0.04911 -0.19 0.12 -0.06 -0.525
H 5.03733 -0.83390 2.79802 0.01 -0.03 -0.01 0.223
H 5.15017 -0.64458 1.03075 0.01 -0.02 0.00 0.235
H 3.78789 -1.54118 1.73339 0.01 -0.02 -0.01 0.248
H 4.39269 1.24400 3.90397 -0.01 0.01 0.00 0.250
H 2.56680 3.23001 3.41280 0.00 -0.01 -0.01 0.246
H 1.97860 4.75404 1.86073 0.00 0.01 -0.01 0.244
H 0.32084 6.11405 0.62669 -0.01 -0.01 -0.01 0.244
H -1.08114 5.00360 -1.15009 0.01 0.01 0.00 0.248
H -0.79745 2.56701 -1.48704 -0.07 0.01 0.05 0.222
F -1.09682 -2.36827 0.69734 0.01 0.01 0.03 -0.337
C 0.12174 -1.90600 0.24807 -0.10 -0.34 -0.01 0.241
F 1.01213 -2.20547 1.26849 0.05 0.07 0.01 -0.358
C 0.52817 -2.84015 -0.93550 -0.01 0.25 0.11 0.904
F 1.26466 -2.15533 -1.82852 0.09 0.03 -0.07 -0.312
F -0.53973 -3.30744 -1.57963 -0.08 -0.02 -0.03 -0.305
F 1.25497 -3.88392 -0.53630 0.01 -0.07 0.03 -0.305
```
Forces are in eV/Å.

Results
* maximum force: 0.74 eV Å⁻¹
* total energy: -5882.3135 hartree
* ΔE to the lowest compared entry with this formula, charge and spin: 41.9 kJ/mol
* charge: +1
* HOMO level (spin up / spin down): -10.789 / -10.793 eV
* 2S+1: 3


This record from the Open Molecules 2025 dataset describes the molecule C11H12O4S. The level of theory is ωB97M-V/def2-TZVPD.

XYZ file:
```
28
Properties=species:S:1:pos:R:3:forces:R:3:nbo_charge:R:1
C 0.06996 -2.20987 -1.59645 0.02 0.10 -0.43 -0.268
O 0.70356 -2.18613 -0.32434 -0.15 -0.26 0.30 -0.510
C 1.78899 -1.42264 -0.20166 0.41 -0.02 -0.03 0.786
O 2.29113 -0.80324 -1.10267 0.01 -0.04 -0.05 -0.593
C 2.27837 -1.39728 1.22368 -0.28 0.43 0.16 -0.623
S 1.01987 -0.49199 2.21261 0.38 -0.17 0.03 0.289
C 0.76975 0.86912 1.09244 -0.10 -0.19 0.32 -0.166
C 1.84275 1.68066 0.75422 -0.10 0.16 -0.04 -0.206
C 1.68122 2.69800 -0.16674 0.02 0.00 -0.01 -0.177
C 0.44623 2.91260 -0.75917 -0.01 0.04 -0.01 -0.212
C -0.62737 2.11100 -0.42379 -0.06 -0.06 0.04 -0.177
C -0.47916 1.08728 0.50836 0.24 0.13 -0.09 -0.115
C -1.63186 0.22917 0.87170 -0.18 -0.16 0.15 0.768
O -1.82008 -0.25752 1.95585 -0.21 0.14 -0.11 -0.570
O -2.45644 0.04312 -0.17567 0.23 0.20 -0.21 -0.515
C -3.58975 -0.77372 0.07799 -0.25 -0.21 0.24 -0.261
H -0.60848 -1.35848 -1.68754 0.04 -0.05 0.00 0.194
H -0.48667 -3.14276 -1.64690 0.01 0.05 0.02 0.194
H 0.81716 -2.15959 -2.39049 -0.13 -0.04 0.04 0.205
H 3.24934 -0.91035 1.28765 -0.04 -0.13 -0.14 0.233
H 2.30931 -2.39610 1.65254 0.04 -0.03 -0.01 0.253
H 2.80385 1.51230 1.21450 0.09 -0.03 0.04 0.223
H 2.52215 3.32419 -0.42304 0.08 0.06 -0.04 0.218
H 0.32230 3.70446 -1.48204 -0.02 0.07 -0.05 0.218
H -1.59460 2.26781 -0.87604 -0.05 0.02 -0.06 0.226
H -4.20733 -0.33247 0.86305 0.02 -0.06 -0.07 0.195
H -3.27363 -1.76835 0.39960 -0.06 0.07 -0.03 0.195
H -4.14057 -0.82919 -0.85764 0.03 0.01 0.04 0.195
```
Forces are in eV/Å.

Results
* maximum force: 0.53 eV Å⁻¹
* total energy: -1125.5240 hartree
* SMILES: COC(=O)CSc1ccccc1C(=O)OC
* ΔE to the lowest compared entry with this formula, charge and spin: 4.1 kJ/mol
* HOMO level: -8.568 eV